# 1
Computed, not measured: 2 unconnected molecules or ions with the total composition C5H13N2O, with wB97M-V/def2-TZVPD.

E_HOMO (eV): -12.838
F_max (eV/Å): 2.824
Frontier orbital gap (eV): 9.81
Molar mass (g mol⁻¹): 117.2
LUMO energy (eV): -3.03
Total charge: +1

Each atom is followed by the atoms it is bonded to, with distances in Å.
Geometry (Å):
1 O -2.96 0.85 0.92  H12 0.969, H20 0.953
2 N 0.98 -1.26 1.74  C4 1.269, C7 1.456
3 N -1.26 -0.01 -1.25  C5 1.530, H11 1.026, H13 1.020, H16 1.027
4 C 1.58 -1.41 2.85  N2 1.269, H15 1.092, H21 1.103
5 C -0.13 0.40 -2.20  N3 1.530, C8 1.526, H17 1.101, H18 1.082
6 C 1.36 -0.38 -0.39  C7 1.334, C8 1.534, H19 1.088
7 C 1.45 -0.15 0.92  N2 1.456, C6 1.334, H10 1.082
8 C 1.09 0.77 -1.37  C5 1.526, C6 1.534, H9 1.099, H14 1.099
9 H 0.89 1.71 -0.84  C8 1.099
10 H 1.68 0.79 1.40  C7 1.082
11 H -0.82 -0.62 -0.56  N3 1.026
12 H -2.83 0.28 1.70  O1 0.969
13 H -1.96 -0.56 -1.74  N3 1.020
14 H 2.01 0.95 -1.96  C8 1.099
15 H 1.20 -2.17 3.54  C4 1.092
16 H -1.75 0.78 -0.81  N3 1.027
17 H 0.13 -0.56 -2.68  C5 1.101
18 H -0.49 1.24 -2.79  C5 1.082
19 H 1.18 -1.32 -0.91  C6 1.088
20 H -3.70 1.42 1.11  O1 0.953
21 H 2.36 -0.77 3.29  C4 1.103

# 2
Computed, not measured: 3 unconnected molecules or ions with the total composition C5H15N3, with wB97M-V/def2-TZVPD.

E_HOMO (eV): -8.273
F_max (eV/Å): 3.249
Frontier orbital gap (eV): 9.09
Molar mass (g mol⁻¹): 117.2
LUMO energy (eV): 0.82
SMILES: CC#N.CCN.CN

Each atom is followed by the atoms it is bonded to, with distances in Å.
Geometry (Å):
1 N 0.33 0.53 -1.48  C4 1.454, H15 1.024, H17 1.084
2 N 1.70 -0.10 1.16  C8 1.462, H13 1.015, H14 1.014
3 N -0.25 3.13 -1.53  C7 1.177
4 C -0.06 -0.60 -2.31  N1 1.454, H9 1.091, H10 1.097, H22 1.092
5 C -0.23 -1.43 1.89  C8 1.523, H16 1.088, H19 1.090, H23 1.088
6 C -1.97 1.63 -0.31  C7 1.456, H11 1.090, H12 1.090, H18 1.089
7 C -0.87 2.27 -1.02  N3 1.177, C6 1.456
8 C 1.29 -1.36 1.78  N2 1.462, C5 1.523, H20 1.094, H21 1.101
9 H -0.58 -0.23 -3.19  C4 1.091
10 H 0.79 -1.21 -2.63  C4 1.097
11 H -1.58 1.09 0.55  C6 1.090
12 H -2.45 0.91 -0.97  C6 1.090
13 H 1.40 0.68 1.73  N2 1.015
14 H 2.71 -0.05 1.07  N2 1.014
15 H 0.86 0.24 -0.65  N1 1.024
16 H -0.67 -1.31 0.90  C5 1.088
17 H 0.78 1.36 -2.01  N1 1.084
18 H -2.69 2.38 0.01  C6 1.089
19 H -0.60 -0.64 2.53  C5 1.090
20 H 1.65 -2.17 1.14  C8 1.094
21 H 1.73 -1.51 2.78  C8 1.101
22 H -0.75 -1.23 -1.75  C4 1.092
23 H -0.54 -2.39 2.30  C5 1.088

# 3
Computed, not measured: 3 unconnected molecules or ions with the total composition C14H25NO9S, with wB97M-V/def2-TZVPD.

E_HOMO (eV): -8.424
F_max (eV/Å): 0.832
Frontier orbital gap (eV): 8.93
Molar mass (g mol⁻¹): 383.4
LUMO energy (eV): 0.50

Each atom is followed by the atoms it is bonded to, with distances in Å.
Geometry (Å):
1 S -1.97 4.41 1.20  O4 1.611, O5 1.442, O8 1.633
2 O -4.18 -2.96 -3.39  C17 1.430, C24 1.331
3 O 5.01 -0.90 1.29  C15 1.430, C16 1.330
4 O -0.41 4.39 0.81  S1 1.611, H50 0.973
5 O -2.06 4.41 2.64  S1 1.442
6 O 6.97 -0.33 0.57  C16 1.333, C20 1.429
7 O 5.94 -2.09 -0.39  C16 1.202
8 O -2.14 2.85 0.74  S1 1.633, C13 1.440
9 O -3.48 -0.94 -3.11  C24 1.333, C25 1.429
10 O -2.18 -2.39 -4.27  C24 1.202
11 N -0.29 0.86 1.95  C12 1.457, C18 1.363, C21 1.372
12 C -1.49 0.90 2.78  N11 1.457, C23 1.518, H31 1.087, H38 1.087
13 C -3.44 2.30 1.01  O8 1.440, C19 1.507, H34 1.091, H48 1.088
14 C 1.22 0.64 0.32  C21 1.382, C22 1.414, H44 1.075
15 C 3.87 -1.76 1.23  O3 1.430, H26 1.089, H27 1.086, H33 1.088
16 C 5.97 -1.20 0.41  O3 1.330, O6 1.333, O7 1.202
17 C -3.99 -4.28 -3.92  O2 1.430, H28 1.086, H40 1.088, H47 1.088
18 C 0.89 1.38 2.40  N11 1.363, C22 1.380, H41 1.074
19 C -3.32 0.80 0.96  C13 1.507, C23 1.533, H35 1.085, H39 1.089
20 C 8.07 -0.53 -0.32  O6 1.429, H29 1.086, H30 1.088, H32 1.088
21 C -0.10 0.40 0.67  N11 1.372, C14 1.382, H49 1.069
22 C 1.85 1.26 1.42  C14 1.414, C18 1.380, H46 1.072
23 C -2.70 0.18 2.22  C12 1.518, C19 1.533, H37 1.088, H45 1.089
24 C -3.18 -2.13 -3.65  O2 1.331, O9 1.333, O10 1.202
25 C -2.48 0.06 -3.31  O9 1.429, H36 1.087, H42 1.089, H43 1.088
26 H 4.15 -2.79 1.44  C15 1.089
27 H 3.18 -1.40 1.98  C15 1.086
28 H -4.87 -4.85 -3.63  C17 1.086
29 H 8.80 0.23 -0.07  C20 1.086
30 H 8.51 -1.52 -0.16  C20 1.088
31 H -1.76 1.94 2.96  C12 1.087
32 H 7.75 -0.42 -1.35  C20 1.088
33 H 3.39 -1.69 0.25  C15 1.088
34 H -4.12 2.63 0.22  C13 1.091
35 H -2.79 0.54 0.05  C19 1.085
36 H -2.85 0.96 -2.82  C25 1.087
37 H -2.53 -0.88 2.06  C23 1.088
38 H -1.24 0.47 3.75  C12 1.087
39 H -4.32 0.40 0.85  C19 1.089
40 H -3.91 -4.25 -5.00  C17 1.088
41 H 0.99 1.80 3.38  C18 1.074
42 H -1.54 -0.24 -2.86  C25 1.089
43 H -2.34 0.26 -4.37  C25 1.088
44 H 1.68 0.38 -0.61  C14 1.075
45 H -3.46 0.24 3.00  C23 1.089
46 H 2.88 1.57 1.46  C22 1.072
47 H -3.11 -4.74 -3.49  C17 1.088
48 H -3.84 2.66 1.95  C13 1.088
49 H -0.87 -0.07 0.10  C21 1.069
50 H -0.12 3.46 0.69  O4 0.973